Here is a 6-piece molecular cluster, C66H148N2O4P4 overall in a non-equilibrium geometry from the Open Molecules 2025 dataset. Energies are from ωB97M-V/def2-TZVPD.

Geometry as XYZ:
```
224
Properties=species:S:1:pos:R:3:forces:R:3:lowdin_charge:R:1
P -0.248 0.055 -0.094 -0.3 -0.2 1.0 -0.027
O 1.000 -0.852 0.154 0.5 -0.4 -1.1 -0.430
O 0.145 1.453 -0.634 0.6 0.7 0.1 -0.432
O -0.859 0.155 1.348 -0.8 0.3 -0.1 -0.442
O -1.291 -0.503 -1.120 0.0 -0.2 0.2 -0.439
C 0.805 -6.923 0.755 -0.2 -0.6 -1.7 -0.072
C 0.919 -6.048 -0.514 -0.8 0.1 0.2 -0.261
C 2.083 -5.166 -0.359 2.1 2.1 -0.1 -0.215
C 2.196 -3.925 -1.296 0.7 -1.2 0.0 -0.091
N 3.585 -3.279 -1.318 1.2 0.8 0.6 -0.196
C 3.691 -2.213 -2.383 -0.4 1.4 1.0 -0.110
C 5.200 -1.963 -2.605 -0.4 -0.4 -0.5 -0.138
C 5.918 -3.225 -2.111 0.0 0.3 0.4 -0.157
C 4.796 -4.185 -1.772 -1.2 0.8 0.7 -0.057
C 3.895 -2.641 0.092 0.3 -0.7 -0.2 0.030
H 0.166 -7.750 0.445 -0.8 0.2 0.8 0.078
H 0.493 -6.324 1.610 -0.2 -0.4 0.0 0.064
H 1.712 -7.488 0.971 0.4 0.6 0.1 0.079
H 0.060 -5.390 -0.648 -0.6 -0.2 0.3 0.091
H 0.960 -6.619 -1.441 0.2 -0.3 0.1 0.123
H 2.973 -5.787 -0.462 0.3 0.1 0.2 0.116
H 2.073 -4.693 0.622 0.1 -0.5 0.4 0.094
H 1.520 -3.135 -0.968 -0.1 0.2 -0.2 0.103
H 2.035 -4.279 -2.314 -0.2 0.4 -0.2 0.129
H 3.101 -1.371 -2.022 0.2 0.3 0.2 0.117
H 3.173 -2.474 -3.306 0.2 -0.8 0.1 0.123
H 5.679 -1.117 -2.111 -0.6 0.3 -0.3 0.095
H 5.333 -1.932 -3.686 0.2 0.6 0.1 0.121
H 6.528 -2.989 -1.239 0.1 -0.2 -0.1 0.114
H 6.556 -3.549 -2.933 0.0 -0.6 0.4 0.126
H 4.938 -4.829 -0.904 0.3 -0.6 -0.7 0.129
H 4.470 -4.577 -2.735 -0.3 -0.9 0.5 0.143
H 3.971 -3.428 0.843 -0.3 -0.3 -0.3 0.093
H 3.176 -1.908 0.458 -0.8 -0.1 -0.8 0.066
H 4.863 -2.148 0.177 0.2 -0.1 -0.9 0.097
C -6.498 -0.958 -0.250 2.0 -0.5 0.5 -0.083
C -4.987 -0.459 -0.339 -1.7 2.1 -1.1 -0.211
C -4.882 0.814 0.575 -0.1 0.1 -0.2 -0.173
C -3.724 1.757 0.166 0.1 -0.7 0.0 -0.086
N -3.330 2.997 1.034 0.0 1.1 2.2 -0.138
C -2.770 2.520 2.384 1.0 -0.4 0.2 -0.111
C -3.226 3.509 3.486 0.3 -0.2 0.1 -0.138
C -4.657 3.759 3.081 -0.3 -1.7 -0.3 -0.173
C -4.459 3.926 1.633 -1.5 1.0 -3.2 -0.132
C -2.279 3.938 0.307 -1.6 -1.6 -0.4 0.057
H -6.555 -1.271 0.793 -0.8 -0.5 -0.1 0.069
H -6.658 -1.762 -0.968 0.0 -0.3 0.4 0.058
H -7.294 -0.237 -0.439 0.5 0.5 0.0 0.072
H -4.902 -0.091 -1.361 0.3 0.0 -0.2 0.067
H -4.172 -1.175 -0.239 -0.3 -0.2 0.5 0.098
H -4.819 0.432 1.594 0.1 0.4 0.2 0.105
H -5.834 1.324 0.431 -0.1 0.1 0.4 0.101
H -3.876 2.061 -0.870 -0.1 0.6 0.1 0.125
H -2.876 1.072 0.126 0.9 0.5 0.3 0.090
H -1.711 2.342 2.200 0.2 0.1 0.3 0.098
H -3.129 1.515 2.607 -0.4 0.1 -0.3 0.108
H -2.657 4.438 3.460 0.1 0.1 -0.1 0.107
H -3.169 3.129 4.506 0.3 -0.3 -0.2 0.115
H -5.272 4.553 3.504 0.5 0.1 0.1 0.139
H -5.229 2.833 3.138 -0.1 -0.2 0.8 0.120
H -4.284 4.991 1.486 1.0 -0.1 -0.6 0.129
H -5.369 3.764 1.056 0.0 -0.3 -0.1 0.129
H -2.929 4.566 -0.303 0.4 0.2 0.0 0.086
H -1.669 3.304 -0.337 0.2 -0.2 0.2 0.070
H -1.629 4.505 0.973 -0.5 -0.2 0.4 0.094
C 5.937 1.883 -3.167 -0.9 -0.3 -0.4 -0.097
C 4.601 1.672 -2.409 1.2 0.0 0.3 -0.259
C 4.809 1.516 -0.904 -1.1 -0.2 1.4 -0.195
C 3.490 1.297 -0.015 0.4 0.3 -1.4 -0.250
P 2.725 2.731 0.730 -1.3 1.3 0.5 1.066
C 4.010 3.676 1.590 0.0 -0.2 -0.2 -0.291
C 4.748 2.756 2.565 0.9 1.1 0.3 -0.253
C 5.714 3.606 3.478 1.2 -1.6 -1.8 -0.223
C 6.917 2.680 3.919 -2.8 1.0 0.8 -0.088
C 1.951 3.886 -0.492 -0.1 0.8 0.4 -0.246
C 2.759 5.104 -0.978 2.1 -1.1 -0.5 -0.275
C 2.067 5.814 -2.116 -0.1 0.8 0.0 -0.247
C 2.106 5.210 -3.561 -0.9 0.0 1.3 -0.074
C 1.542 2.264 2.119 0.2 0.6 0.0 -0.215
C 1.416 3.119 3.437 0.0 0.3 -0.6 -0.208
C 0.691 4.478 3.377 0.2 -1.1 -1.0 -0.277
C 0.635 5.273 4.660 0.4 -0.7 0.1 -0.093
H 6.765 1.181 -3.066 -0.3 -0.3 0.6 0.069
H 6.351 2.879 -3.007 -0.2 0.0 -0.3 0.077
H 5.527 1.689 -4.158 0.9 0.8 -0.7 0.073
H 4.132 0.813 -2.889 -0.3 -0.2 0.5 0.088
H 4.012 2.535 -2.721 -0.3 0.1 0.5 0.096
H 5.392 2.346 -0.505 0.1 0.1 -0.1 0.096
H 5.399 0.621 -0.710 0.2 0.0 -0.2 0.090
H 3.511 0.620 0.839 0.6 -0.4 -0.2 0.072
H 2.771 0.888 -0.725 -0.6 -0.2 0.5 0.066
H 3.635 4.527 2.160 -0.6 0.0 -0.1 0.102
H 4.630 4.141 0.824 0.5 -0.2 0.1 0.087
H 5.350 2.036 2.013 0.1 0.0 -0.1 0.100
H 4.033 2.170 3.142 0.1 0.0 0.2 0.079
H 5.234 4.048 4.351 0.0 0.1 -0.2 0.109
H 6.204 4.322 2.818 -0.6 0.7 0.2 0.101
H 7.351 3.235 4.751 0.8 -0.5 -0.2 0.074
H 7.552 2.354 3.095 0.0 0.2 0.3 0.078
H 6.276 1.895 4.320 1.0 -0.9 0.3 0.053
H 1.093 4.287 0.047 -0.3 -0.1 0.1 0.077
H 1.528 3.424 -1.385 0.1 -0.7 0.4 0.076
H 3.715 4.757 -1.369 0.3 -0.4 -0.2 0.094
H 3.145 5.789 -0.223 -0.8 0.1 0.4 0.109
H 2.421 6.845 -2.149 0.3 0.0 -0.1 0.108
H 1.085 5.938 -1.661 -0.8 0.0 -1.0 0.101
H 1.613 5.906 -4.240 0.0 0.0 0.0 0.069
H 1.521 4.291 -3.553 0.0 -0.2 -0.2 0.043
H 3.085 4.969 -3.977 0.2 0.2 0.4 0.071
H 1.873 1.305 2.517 -0.1 -0.3 -0.6 0.059
H 0.614 2.136 1.562 -0.3 -0.4 0.2 0.040
H 2.423 3.224 3.843 0.0 0.3 0.2 0.086
H 0.857 2.528 4.162 0.1 -0.4 -0.1 0.109
H -0.336 4.274 3.075 -0.2 -0.1 -0.2 0.070
H 1.135 5.010 2.535 0.0 0.6 0.1 0.097
H -0.014 6.129 4.476 0.5 0.3 0.5 0.081
H 1.645 5.462 5.024 0.0 0.8 -0.2 0.077
H 0.238 4.676 5.481 -0.5 -0.1 -0.1 0.076
C 3.578 -0.770 4.438 -0.4 -0.4 0.9 -0.104
C 3.579 -1.883 3.446 -0.7 -0.7 -1.3 -0.239
C 2.146 -2.496 3.210 -0.1 -1.0 -0.3 -0.230
C 0.936 -1.572 3.280 0.2 -0.7 0.3 -0.262
P -0.699 -2.445 3.087 -1.1 0.2 -1.2 1.115
C -0.734 -3.987 4.120 0.1 0.2 -0.2 -0.277
C -0.546 -3.797 5.656 0.7 -1.5 -1.1 -0.231
C -0.033 -5.070 6.335 0.8 0.5 1.2 -0.270
C 0.128 -4.842 7.868 -0.3 -0.5 -1.2 -0.101
C -2.118 -1.470 3.817 1.5 -0.2 0.8 -0.213
C -1.676 -0.401 4.947 0.2 -1.2 -1.7 -0.220
C -2.727 0.144 5.895 0.5 0.2 0.1 -0.273
C -3.196 -0.674 7.096 -0.8 -1.3 -1.5 -0.093
C -1.228 -3.065 1.347 -0.3 -0.7 0.9 -0.200
C -2.395 -4.146 1.393 0.4 1.5 0.4 -0.227
C -2.896 -4.506 0.013 1.0 -0.9 -0.5 -0.287
C -4.380 -4.645 -0.165 -0.8 0.4 0.6 -0.093
H 2.885 0.034 4.193 0.0 0.0 -0.2 0.056
H 4.567 -0.330 4.569 0.0 -0.2 0.3 0.078
H 3.184 -1.265 5.325 0.3 0.7 0.7 0.087
H 4.171 -2.754 3.730 0.3 0.2 0.5 0.112
H 4.127 -1.493 2.588 -0.6 -0.2 -0.8 0.080
H 1.964 -3.320 3.901 0.4 0.2 0.9 0.090
H 2.044 -3.128 2.328 0.6 0.5 -0.8 0.074
H 1.097 -0.751 2.581 -1.0 0.1 -0.2 0.057
H 0.874 -1.265 4.324 -0.1 0.6 0.0 0.065
H -0.013 -4.623 3.607 0.9 -0.1 0.6 0.075
H -1.609 -4.602 3.910 -0.6 0.6 0.0 0.085
H -1.467 -3.620 6.211 -0.1 0.9 -0.5 0.113
H 0.218 -3.026 5.758 -0.2 0.2 0.6 0.096
H 0.927 -5.406 5.944 0.0 0.0 -0.3 0.103
H -0.720 -5.917 6.363 -0.2 0.1 -1.0 0.111
H -0.905 -4.832 8.217 0.2 0.1 0.7 0.072
H 0.653 -3.933 8.163 0.1 -0.1 -0.1 0.073
H 0.639 -5.752 8.182 0.0 0.3 0.7 0.075
H -2.645 -2.310 4.269 -0.5 0.2 0.1 0.072
H -2.608 -1.126 2.907 -0.2 0.6 0.4 0.063
H -1.292 0.449 4.383 0.1 0.0 -0.1 0.090
H -0.822 -0.801 5.495 0.0 -0.2 0.1 0.084
H -3.508 0.456 5.202 -0.6 0.4 0.6 0.102
H -2.202 0.998 6.322 -0.4 0.5 -0.1 0.104
H -3.944 -0.175 7.713 0.8 0.4 0.4 0.078
H -2.371 -1.195 7.582 0.0 0.6 0.6 0.074
H -3.799 -1.508 6.737 -0.1 -0.3 -0.3 0.063
H -0.379 -3.446 0.779 0.4 -0.1 0.4 0.066
H -1.527 -2.214 0.736 -0.1 0.4 0.3 0.046
H -3.232 -3.681 1.912 0.0 -0.1 0.5 0.103
H -2.125 -5.086 1.876 0.1 0.3 0.4 0.095
H -2.415 -5.462 -0.195 0.0 -0.2 -0.5 0.102
H -2.496 -3.806 -0.720 -0.1 0.2 -0.1 0.087
H -4.950 -5.174 0.600 0.6 -0.7 0.3 0.080
H -4.634 -5.125 -1.110 -0.1 0.4 -0.1 0.078
H -4.826 -3.663 -0.009 -0.2 0.3 -0.8 0.057
C 0.408 3.236 -8.006 -0.1 -1.5 0.3 -0.085
C -0.704 2.202 -7.664 -0.9 0.9 0.8 -0.237
C -0.442 1.624 -6.249 0.3 0.7 -0.6 -0.265
C -1.530 0.734 -5.710 -0.9 -1.3 0.1 -0.312
P -1.500 0.402 -3.909 -0.6 0.4 -0.4 1.108
C -1.448 2.129 -3.293 0.2 -0.5 0.2 -0.260
C -2.472 3.099 -3.988 0.3 -0.8 0.5 -0.230
C -2.277 4.576 -3.662 -0.8 0.1 0.2 -0.246
C -3.453 5.485 -4.153 1.0 -0.9 0.7 -0.080
C 0.088 -0.576 -3.784 0.0 -1.2 1.7 -0.229
C -0.023 -2.135 -4.092 -2.3 1.3 0.4 -0.163
C -0.902 -2.969 -3.036 -0.1 0.6 -1.0 -0.241
C -1.636 -4.138 -3.708 1.7 0.2 -0.6 -0.099
C -3.223 -0.321 -3.528 0.9 -0.3 -0.7 -0.224
C -3.796 -1.289 -4.610 -0.4 0.1 1.2 -0.225
C -5.164 -1.827 -4.151 0.0 0.0 -0.2 -0.279
C -5.782 -2.748 -5.187 0.3 -0.7 0.9 -0.105
H 0.386 3.729 -8.978 -0.2 -0.3 0.0 0.075
H 1.253 2.552 -7.926 0.8 0.6 -0.5 0.066
H 0.557 4.001 -7.243 -0.3 -0.1 0.1 0.065
H -0.880 1.424 -8.407 0.7 -0.1 -0.1 0.111
H -1.693 2.656 -7.599 -0.2 0.4 0.0 0.095
H -0.377 2.477 -5.575 0.1 0.2 0.0 0.085
H 0.560 1.194 -6.233 -0.1 -0.4 0.1 0.106
H -1.606 -0.260 -6.152 0.5 -0.2 -0.4 0.090
H -2.525 1.117 -5.937 0.0 0.4 0.0 0.090
H -0.400 2.424 -3.344 0.1 0.3 -0.4 0.079
H -1.497 1.952 -2.219 -0.6 0.4 0.4 0.038
H -3.473 2.737 -3.753 -0.2 0.2 0.3 0.102
H -2.441 3.029 -5.075 0.3 -0.1 0.0 0.087
H -1.323 4.865 -4.103 0.0 0.3 0.0 0.100
H -2.227 4.746 -2.586 0.4 -0.2 0.1 0.080
H -4.222 5.531 -3.383 -0.1 -0.1 0.0 0.065
H -3.913 5.041 -5.036 0.1 0.6 -0.3 0.073
H -3.040 6.490 -4.240 -0.4 0.0 -0.6 0.074
H 0.476 -0.561 -2.765 -0.5 0.5 0.4 0.049
H 0.825 0.007 -4.335 -0.2 -0.3 -0.7 0.075
H 0.942 -2.631 -4.199 0.1 0.3 0.0 0.085
H -0.532 -2.148 -5.056 0.1 -0.7 -0.3 0.082
H -1.733 -2.511 -2.500 0.7 1.3 -0.1 0.065
H -0.183 -3.252 -2.267 -0.4 -0.4 0.1 0.069
H -2.149 -3.860 -4.629 -0.4 0.4 0.3 0.055
H -2.321 -4.595 -2.993 0.2 -0.5 -0.3 0.067
H -0.845 -4.749 -4.143 -0.2 -1.1 0.4 0.072
H -3.972 0.451 -3.351 0.4 0.7 -0.4 0.079
H -3.131 -0.750 -2.530 0.3 -0.5 -0.1 0.040
H -3.097 -2.109 -4.783 -0.1 -0.1 0.0 0.075
H -4.020 -0.850 -5.582 0.5 0.5 0.0 0.110
H -5.889 -1.022 -4.027 0.2 0.4 0.3 0.110
H -5.145 -2.363 -3.202 0.4 0.1 0.2 0.100
H -6.568 -3.304 -4.676 -0.5 0.3 -0.4 0.076
H -5.064 -3.540 -5.402 0.1 0.1 -0.7 0.072
H -6.133 -2.192 -6.056 0.0 -0.4 -0.1 0.083
```
Forces are in eV/Å.

Properties
Net charge: +2
Gap between HOMO and LUMO, eV: 6.91
Multiplicity: 1
F_max, eV Å⁻¹: 3.6